This record from the OMol25 dataset describes a structure of composition C23H41ClP2Rh at a distorted geometry. The level of theory is the ωB97M-V functional and the def2-TZVPD basis.

Element x y z (Å)
Rh 0.148 0.606 2.283
C 2.006 -0.278 2.095
C 2.024 1.099 1.721
C 1.279 0.951 3.926
C 1.520 -0.390 3.436
C 1.601 1.876 2.856
C 2.649 -1.418 1.330
H 3.246 -1.050 0.488
H 1.884 -2.108 0.946
H 3.296 -2.013 1.994
C 1.328 -1.681 4.175
H 2.038 -2.440 3.826
H 0.308 -2.046 3.996
H 1.452 -1.519 5.247
C 0.713 1.286 5.268
H 1.180 0.666 6.042
H -0.360 1.059 5.234
H 0.865 2.344 5.481
C 1.495 3.367 2.915
H 1.762 3.740 3.905
H 0.462 3.668 2.693
H 2.151 3.822 2.165
C 2.613 1.675 0.464
H 3.071 2.652 0.669
H 1.841 1.839 -0.305
H 3.380 1.006 0.057
C -0.009 -3.619 -0.921
C 1.228 -3.272 -1.303
C 1.634 -2.010 -2.017
C 0.707 -1.432 -3.109
C -0.252 -0.308 -2.631
C -0.346 -0.213 -1.093
C -0.939 -1.397 -0.297
C -1.188 -2.690 -1.058
H 2.620 -2.172 -2.482
H 0.180 -2.222 -3.648
H 1.817 -1.233 -1.259
H -1.406 -2.446 -2.106
H -0.241 -4.613 -0.506
H 2.085 -3.927 -1.110
H -2.084 -3.168 -0.632
H -0.270 -1.590 0.567
H 0.628 0.112 -0.679
H -1.886 -1.129 0.222
H 1.356 -0.932 -3.845
H 0.174 0.636 -3.008
P -1.958 -0.042 -3.165
C -2.866 -1.340 -3.988
C -1.619 1.136 -4.522
P -1.492 1.205 -0.465
C -2.761 0.774 -1.799
C -0.885 2.774 -1.170
C -2.674 1.560 0.862
H -3.665 -1.698 -3.334
H -2.217 -2.164 -4.324
H -3.321 -0.846 -4.874
H -2.489 1.105 -5.187
H -0.733 0.794 -5.083
H -1.438 2.155 -4.164
H -3.692 1.465 0.460
H -2.544 2.568 1.271
H -2.584 0.846 1.700
H -3.505 0.122 -1.305
H -3.231 1.694 -2.179
H -0.811 3.532 -0.371
H -1.615 3.136 -1.913
H 0.095 2.666 -1.663
Cl -1.758 -0.532 3.222

Forces on the atoms, in the same order (eV/Å):
Rh -9.7844 0.0190 -3.1986
C 2.8553 -1.2436 0.0158
C 3.0023 0.4201 -0.0870
C 1.6161 -0.2107 1.2968
C 2.4313 -0.3331 1.2309
C 1.1361 0.6142 0.8749
C -0.5652 0.0001 0.1796
H -0.1016 -0.1187 0.2034
H 0.2723 0.0832 -0.0019
H -0.1204 0.2914 -0.1991
C -0.1766 0.1337 -0.2213
H -0.1289 0.1845 0.1741
H 0.2523 -0.0715 0.1815
H 0.0145 -0.1343 -0.0503
C -0.0594 -0.1954 -0.3128
H -0.0990 0.2423 -0.0381
H 0.1447 0.1527 0.3522
H -0.0808 -0.0827 0.1936
C -0.2268 -0.0150 -0.1521
H 0.0183 0.0640 -0.1052
H 0.2677 0.2059 0.1205
H -0.1072 0.0403 0.2339
C -0.2461 0.0245 -0.0838
H -0.0619 -0.3319 -0.0887
H 0.2797 -0.0035 0.0754
H -0.1358 0.2035 -0.0106
C 0.4114 -0.3185 -0.6670
C -0.2376 -0.6252 0.0197
C 0.3153 0.4002 0.0247
C -0.0026 0.2688 -0.6243
C 0.3238 -0.2422 1.7611
C 0.3668 0.7519 0.3799
C 0.0708 0.1010 0.8145
C -0.1979 -0.3178 0.1920
H -0.3902 -0.1001 0.1208
H 0.0689 -0.1016 0.0949
H 0.1086 -0.2279 -0.3336
H -0.0478 -0.3721 0.1492
H 0.4708 0.5705 -0.0406
H -0.5270 -0.0536 0.0041
H 0.3109 0.0834 -0.2976
H -0.3362 -0.0091 -0.4473
H -0.5182 -0.3514 -0.2504
H 0.3247 0.1414 -0.3929
H -0.1608 -0.3983 0.0886
H -0.0140 -0.1551 0.4650
P 1.0374 0.8066 -1.4474
C -0.5425 -0.1133 -0.3788
C -0.5959 -0.1163 -0.1987
P 1.6915 0.5174 -0.0679
C -0.7999 -0.4555 0.0943
C -0.1971 0.4322 0.0556
C -1.5928 0.2947 0.1806
H 0.1625 -0.2120 -0.1716
H -0.2497 0.2950 0.1933
H 0.1634 -0.5559 0.5348
H 0.2535 0.4148 -0.0079
H -0.3759 0.0240 0.2430
H -0.0665 -0.2417 -0.0212
H -0.1108 0.2395 0.2583
H 0.1569 -0.0918 -0.1600
H 0.0503 0.2750 -0.5536
H 0.1716 0.2375 -0.5360
H -0.1060 -0.3610 0.2821
H 0.0673 -0.3433 -0.3865
H 0.3196 0.1559 0.1429
H -0.3287 -0.0254 0.2472
Cl 0.1555 -0.1592 0.0535

Output
Relative energy (zero: lowest compared OMol25 entry of this formula, charge and spin) = 0.000 eV
Frontier orbital gap (spin up / spin down) = 5.16 / 7.44 eV
Spin multiplicity = 5
HOMO energy (spin up / spin down) = -7.50 / -11.49 eV
⟨S²⟩ = 6.009
Charge = +1
DFT total energy = -2153.9921 Eh

Mulliken atomic charge list, values in e, 4 entries: 0.28, 1.84, 0.32, 0.63